Entry 1:
{"formula": "C36H40NOPRuSSiTe", "method": "ωB97M-V with the def2-TZVPD basis set", "species": ["Ru", "C", "Si", "C", "N", "C", "C", "C", "C", "C", "C", "C", "C", "C", "C", "C", "C", "C", "C", "C", "C", "C", "H", "H", "H", "H", "H", "H", "H", "H", "H", "H", "H", "H", "H", "H", "H", "H", "H", "H", "H", "H", "H", "H", "H", "H", "O", "C", "P", "C", "C", "C", "C", "C", "C", "C", "C", "C", "C", "C", "C", "H", "H", "H", "H", "H", "H", "H", "H", "H", "H", "H", "H", "H", "Te", "C", "C", "C", "C", "S", "H", "H", "H"], "positions_angstrom": [[0.747, -0.170, -1.430], [0.999, 1.955, -1.098], [-0.167, 2.809, 0.052], [-1.891, 2.576, -0.612], [-2.087, 1.149, -0.887], [-2.865, 0.879, -2.090], [-4.333, 1.295, -1.961], [-4.891, 0.893, -0.584], [-4.001, -0.162, 0.065], [-2.591, 0.394, 0.285], [0.183, 4.662, 0.111], [0.756, 5.285, 1.221], [1.041, 6.645, 1.220], [0.754, 7.413, 0.102], [0.185, 6.816, -1.015], [-0.094, 5.458, -1.006], [0.097, 2.163, 1.803], [1.287, 1.531, 2.159], [1.546, 1.154, 3.473], [0.597, 1.387, 4.458], [-0.598, 2.017, 4.126], [-0.834, 2.411, 2.817], [2.001, 2.222, -0.723], [0.924, 2.426, -2.082], [-1.890, 3.122, -1.564], [-2.700, 3.024, -0.014], [-2.773, -0.187, -2.307], [-2.391, 1.394, -2.928], [-4.907, 0.828, -2.767], [-4.428, 2.374, -2.099], [-5.918, 0.533, -0.672], [-4.926, 1.766, 0.075], [-3.966, -1.060, -0.557], [-4.406, -0.471, 1.030], [-1.903, -0.404, 0.552], [-2.624, 1.071, 1.140], [0.985, 4.701, 2.105], [1.488, 7.104, 2.093], [0.974, 8.473, 0.099], [-0.040, 7.410, -1.892], [-0.531, 5.012, -1.894], [2.036, 1.349, 1.396], [2.485, 0.673, 3.728], [0.791, 1.093, 5.482], [-1.338, 2.212, 4.893], [-1.762, 2.921, 2.580], [-0.411, -0.935, -2.379], [2.592, -1.859, 0.996], [1.095, -1.966, -0.019], [-0.306, -2.230, 1.111], [-1.454, -2.862, 0.619], [-2.573, -2.973, 1.425], [-2.573, -2.439, 2.708], [-1.442, -1.806, 3.196], [-0.304, -1.718, 2.404], [1.269, -3.554, -0.882], [1.589, -4.702, -0.145], [1.682, -5.927, -0.781], [1.444, -6.017, -2.150], [1.114, -4.886, -2.872], [1.030, -3.650, -2.240], [2.604, -2.614, 1.782], [2.653, -0.865, 1.440], [3.439, -1.995, 0.333], [-1.479, -3.250, -0.400], [-3.459, -3.465, 1.044], [-3.458, -2.517, 3.327], [-1.439, -1.377, 4.191], [0.566, -1.220, 2.791], [1.741, -4.645, 0.923], [1.931, -6.813, -0.212], [1.514, -6.975, -2.648], [0.924, -4.955, -3.935], [0.759, -2.759, -2.795], [3.125, 0.150, -2.316], [3.940, -1.766, -2.631], [4.857, -2.389, -1.825], [5.337, -3.614, -2.362], [4.787, -3.892, -3.577], [3.652, -2.700, -4.035], [5.192, -1.967, -0.887], [6.068, -4.246, -1.878], [4.971, -4.747, -4.207]], "mulliken_charge": [-0.87, -1.32, -0.41, -0.78, 0.83, -1.19, -0.53, -0.88, -0.58, 1.13, 0.68, -0.07, -0.73, -0.45, -0.68, -0.65, 0.87, -0.15, -0.78, -0.40, -0.91, -0.33, 0.79, 0.87, 0.68, 0.21, 0.29, 0.52, 0.45, 0.23, 0.48, 0.26, 0.40, 0.49, -1.86, 0.18, 0.31, 0.39, 0.37, 0.40, 0.25, 0.50, 0.41, 0.39, 0.40, 0.43, -0.81, -0.99, 2.30, 0.12, -0.68, -0.78, -0.45, -0.65, -0.34, 0.43, -0.56, -0.76, -0.48, -0.73, -0.35, 0.56, 0.28, -0.09, 0.42, 0.40, 0.44, 0.43, 0.58, 0.30, 0.43, 0.42, 0.42, 0.70, 0.10, -0.01, -0.41, -0.63, -0.48, -0.17, 0.60, 0.40, 0.43], "de_lowest_kcal_mol": 0.00, "homo_lumo_gap_ev": [7.06, 7.05]}

Entry 2:
{"formula": "C56H61GeNO6P2SSe2Y", "method": "ωB97M-V with the def2-TZVPD basis set", "species": ["Y", "O", "C", "C", "C", "O", "C", "Se", "C", "Se", "H", "H", "H", "H", "H", "H", "H", "H", "H", "H", "O", "C", "C", "C", "C", "C", "C", "P", "C", "C", "C", "C", "C", "C", "C", "C", "C", "C", "C", "C", "C", "C", "C", "C", "C", "C", "P", "C", "C", "C", "C", "C", "C", "C", "C", "C", "C", "C", "C", "H", "H", "H", "H", "H", "H", "H", "H", "H", "H", "H", "H", "H", "H", "H", "H", "H", "H", "H", "H", "H", "H", "H", "H", "H", "H", "H", "H", "C", "C", "C", "C", "Ge", "C", "C", "C", "C", "H", "H", "H", "H", "H", "H", "H", "H", "H", "H", "H", "H", "H", "H", "H", "H", "H", "H", "H", "O", "S", "O", "N", "C", "O", "C", "C", "C", "C", "C", "C", "H", "H", "H", "H"], "positions_angstrom": [[0.464, 0.035, 0.399], [3.194, -1.201, -5.229], [1.806, -1.083, -4.966], [1.582, -1.480, -3.500], [2.503, -0.574, -2.662], [2.136, -0.412, -1.275], [1.888, -2.967, -3.349], [1.389, -3.583, -1.569], [0.101, -1.250, -3.204], [-0.509, -2.175, -1.573], [3.366, -1.004, -6.155], [1.220, -1.747, -5.611], [1.459, -0.054, -5.123], [2.493, 0.428, -3.089], [3.528, -0.942, -2.705], [2.480, -1.178, -0.764], [2.952, -3.173, -3.465], [1.336, -3.545, -4.089], [-0.517, -1.639, -4.013], [-0.116, -0.191, -3.089], [-0.440, 4.194, -0.910], [0.176, 4.841, 0.153], [0.894, 5.995, -0.098], [1.521, 6.641, 0.958], [1.419, 6.138, 2.248], [0.704, 4.973, 2.482], [0.077, 4.300, 1.435], [-0.753, 2.688, 1.592], [0.002, 1.903, 3.050], [-0.857, 1.415, 4.160], [-0.209, 0.502, 5.143], [1.224, 0.202, 5.001], [1.948, 0.782, 4.044], [1.320, 1.630, 3.042], [-2.449, 3.018, 2.150], [-3.329, 1.940, 2.210], [-4.622, 2.118, 2.674], [-5.046, 3.377, 3.072], [-4.173, 4.454, 3.016], [-2.875, 4.279, 2.560], [-1.828, 4.177, -0.871], [-2.546, 5.298, -0.494], [-3.931, 5.232, -0.465], [-4.585, 4.063, -0.822], [-3.852, 2.955, -1.222], [-2.461, 2.994, -1.246], [-1.408, 1.591, -1.753], [-0.772, 2.250, -3.336], [-1.596, 2.812, -4.312], [-1.048, 3.356, -5.463], [0.331, 3.367, -5.642], [1.161, 2.853, -4.658], [0.607, 2.305, -3.509], [-2.630, 0.282, -2.141], [-2.946, -0.200, -3.410], [-3.854, -1.242, -3.558], [-4.462, -1.808, -2.448], [-4.142, -1.349, -1.178], [-3.222, -0.324, -1.029], [0.948, 6.376, -1.110], [2.085, 7.546, 0.772], [1.901, 6.649, 3.070], [0.648, 4.570, 3.486], [-1.659, 2.075, 4.471], [-0.588, 0.501, 6.158], [1.682, -0.429, 5.749], [3.011, 0.601, 3.976], [1.959, 2.093, 2.289], [-2.981, 0.950, 1.939], [-5.290, 1.269, 2.743], [-6.054, 3.517, 3.440], [-4.500, 5.435, 3.336], [-2.201, 5.126, 2.514], [-2.027, 6.204, -0.212], [-4.500, 6.100, -0.160], [-5.665, 4.011, -0.791], [-4.367, 2.044, -1.495], [-2.667, 2.856, -4.159], [-1.694, 3.788, -6.215], [0.755, 3.800, -6.538], [2.237, 2.893, -4.776], [1.255, 1.935, -2.721], [-2.474, 0.214, -4.288], [-4.088, -1.609, -4.549], [-5.170, -2.617, -2.571], [-4.588, -1.798, -0.299], [-2.951, 0.000, -0.029], [6.338, -4.440, -0.993], [5.962, -3.590, 0.214], [4.474, -3.258, 0.255], [4.069, -2.390, 1.442], [2.113, -2.025, 1.703], [1.111, -3.763, 1.678], [0.776, -4.288, 3.076], [2.002, -4.760, 3.846], [1.660, -5.229, 5.254], [7.403, -4.670, -1.010], [6.096, -3.925, -1.927], [5.794, -5.388, -0.988], [6.538, -2.659, 0.209], [6.234, -4.112, 1.136], [3.904, -4.195, 0.264], [4.210, -2.758, -0.690], [4.590, -1.429, 1.371], [4.422, -2.857, 2.366], [2.084, -1.729, 3.223], [1.685, -4.519, 1.133], [0.177, -3.621, 1.120], [0.068, -5.122, 2.999], [0.267, -3.501, 3.643], [2.733, -3.946, 3.898], [2.484, -5.572, 3.291], [1.204, -4.421, 5.831], [2.544, -5.568, 5.794], [0.947, -6.055, 5.229], [-2.328, -0.752, 6.505], [-2.793, -0.397, 5.199], [-3.659, 0.734, 5.062], [-1.261, -0.028, 4.210], [-1.173, -0.964, 3.052], [-0.878, -0.359, 1.858], [-2.311, -1.795, 3.090], [-2.704, -2.685, 2.056], [-3.812, -3.477, 2.216], [-4.617, -3.428, 3.371], [-4.310, -2.521, 4.359], [-3.172, -1.732, 4.199], [-2.103, -2.746, 1.157], [-4.077, -4.170, 1.425], [-5.468, -4.085, 3.476], [-4.932, -2.420, 5.240]], "mulliken_charge": [0.14, -0.55, -1.45, 1.88, -1.72, -0.55, -1.19, -0.07, 0.03, 0.35, 0.37, 0.55, 0.35, 0.22, 0.54, -0.60, 0.66, 0.43, 0.77, -1.39, -0.38, -1.25, -0.30, -0.62, -0.83, -0.55, 0.38, 2.50, -0.59, -1.45, 0.04, -1.22, -0.96, 0.27, 0.70, 1.07, -1.09, -0.97, -0.94, -0.72, -0.16, -0.76, -0.84, -0.81, -0.60, 0.83, 2.89, 0.67, -0.74, -0.83, -0.65, -1.00, -0.20, 0.00, -0.96, -0.76, -0.97, -0.81, 0.39, 0.55, 0.43, 0.47, 0.55, 0.52, 0.74, 0.50, 0.44, 0.81, -0.73, 0.52, 0.45, 0.45, 0.46, 0.62, 0.45, 0.48, 0.51, 0.46, 0.45, 0.45, 0.52, 0.65, 0.49, 0.46, 0.41, 0.59, 0.03, -1.26, -0.54, 0.73, -1.47, 1.64, -0.75, -0.29, -0.06, -1.45, 0.41, 0.25, 0.30, 0.33, 0.35, 0.19, -0.49, 0.41, 0.61, -0.67, 0.78, -0.19, 0.72, -0.32, 0.06, 0.35, 0.26, 0.42, 0.34, -0.70, 1.28, -0.56, 0.93, -1.75, 2.21, 0.37, -0.45, -1.16, -0.85, -0.94, 0.41, 0.85, 0.50, 0.42, 0.52], "de_lowest_kcal_mol": 137.76, "homo_lumo_gap_ev": 5.42, "charge": 1}